This record from OMol25 describes a molecular structure, C53H105I2NO17 in a non-equilibrium geometry. The level of theory is the ωB97M-V functional and the def2-TZVPD basis.

```
178
Properties=species:S:1:pos:R:3:forces:R:3:lowdin_charge:R:1
C 5.670199 -0.228440 5.204608 0.79 1.03 -0.50 -0.13
C 6.339504 0.708832 4.072216 -0.82 -1.01 -0.29 -0.24
C 5.171372 1.034127 3.008055 1.06 0.58 0.19 -0.20
C 5.369275 2.458688 2.299739 -1.17 -0.27 -0.18 -0.18
C 4.009410 3.332615 2.242470 1.18 -0.30 0.79 -0.19
C 4.364809 4.804925 2.743647 -1.51 0.41 -1.08 -0.21
C 3.015150 5.665330 2.857079 0.36 0.44 0.51 -0.21
C 2.144954 5.267559 4.152974 0.40 -0.77 -0.31 -0.20
C 0.854840 4.444301 3.710454 0.52 -0.10 -0.49 -0.21
C -0.171795 5.362749 2.862701 0.41 -1.13 0.14 -0.19
C -1.644503 5.394567 3.478124 0.31 0.14 -0.70 -0.20
C -2.649655 4.381578 2.724781 -0.11 0.64 1.63 -0.19
C -2.488570 2.965838 3.462200 0.19 0.32 -1.40 -0.20
C -2.540985 1.714892 2.453199 -0.40 0.93 0.89 -0.17
C -1.828478 0.484833 3.174414 -1.07 -0.48 -0.36 -0.12
C -0.728792 -0.256967 2.299489 -0.15 -0.32 1.83 -0.30
O 0.059678 0.692949 1.560208 -0.97 -1.36 -0.79 -0.19
C -0.123654 0.599332 0.136804 0.40 1.57 -0.85 -0.11
C 0.326883 -1.095778 3.187585 -0.76 -0.04 -1.03 -0.36
N 0.993103 -2.042956 2.252892 0.28 0.14 0.69 0.02
C -0.348764 -1.927700 4.341376 0.64 0.79 2.86 -0.66
I -1.657644 -3.622663 3.879755 0.96 1.31 -0.26 0.74
C -0.116163 -1.636964 5.698454 0.26 -0.01 -2.20 -0.73
C 0.811877 -0.413719 6.141050 -0.78 -0.04 -0.79 -0.14
I -1.009167 -2.814960 7.312879 0.73 1.02 -0.93 0.70
H 6.487213 -0.793453 5.747656 -1.18 0.53 -0.42 0.07
H 4.936420 -0.928572 4.707085 0.90 0.59 0.64 0.06
H 5.110515 0.463922 5.904489 0.57 -0.99 -0.60 0.06
H 7.173895 0.125423 3.567243 -0.94 0.76 0.53 0.10
H 6.802502 1.649052 4.504361 -0.75 -1.09 -0.40 0.10
H 5.192907 0.234682 2.197683 -0.29 0.80 1.14 0.10
H 4.198689 0.989727 3.599487 1.04 0.14 -0.96 0.09
H 6.130428 3.060376 2.880899 -0.69 -0.75 -0.83 0.10
H 5.679772 2.298169 1.225430 0.15 0.25 1.33 0.09
H 3.249121 2.819953 2.912534 0.79 0.83 -0.70 0.09
H 3.590843 3.342054 1.185281 0.47 0.18 1.30 0.11
H 4.976102 5.288770 1.917574 -0.40 -0.58 1.07 0.11
H 4.946444 4.833864 3.713683 -0.71 -0.25 -1.07 0.11
H 2.446554 5.517367 1.881506 0.51 0.21 1.26 0.10
H 3.256856 6.781026 2.936018 -0.16 -1.47 -0.25 0.10
H 1.850898 6.188340 4.757507 0.32 -1.12 -0.81 0.11
H 2.844178 4.619767 4.802819 -1.36 1.04 -0.86 0.08
H 0.339435 3.908401 4.574992 0.64 0.94 -0.89 0.09
H 1.239357 3.607884 3.029997 -0.59 1.03 0.92 0.09
H 0.308937 6.386426 2.766912 -0.85 -1.12 0.10 0.10
H -0.212704 4.883541 1.823528 -0.06 0.94 1.23 0.11
H -2.018168 6.472511 3.437441 0.26 -1.54 0.17 0.11
H -1.566637 5.024767 4.555934 -0.30 0.86 -1.27 0.10
H -3.693637 4.796317 2.925533 1.20 -0.65 -0.52 0.10
H -2.484231 4.346548 1.607258 -0.01 -0.01 1.24 0.10
H -1.463916 2.971295 3.949830 -1.32 -0.16 -0.47 0.08
H -3.302777 2.909902 4.243772 1.06 -0.21 -0.68 0.12
H -2.066484 2.041165 1.481193 -0.24 -0.55 1.13 0.09
H -3.646640 1.542047 2.225271 1.48 -0.16 0.23 0.12
H -2.649519 -0.283123 3.395137 1.25 0.86 -0.13 0.12
H -1.463945 0.847628 4.184866 -0.04 -0.54 -1.26 0.10
H -1.266590 -1.028465 1.668346 0.74 0.99 0.25 0.14
H -1.003872 -0.023656 -0.195648 1.09 0.38 0.55 0.10
H -0.330235 1.663642 -0.235481 0.24 -1.37 0.41 0.09
H 0.859099 0.297944 -0.361219 -1.34 0.01 0.59 0.09
H 1.104276 -0.347055 3.526679 -1.21 -0.70 0.32 0.14
H 1.875003 -2.341117 2.699369 -0.58 0.11 -0.61 0.09
H 1.210092 -1.578324 1.366766 0.04 -0.07 0.53 0.06
H 0.233331 0.527317 5.843016 0.85 -1.10 0.64 0.08
H 1.771977 -0.394457 5.528281 -1.16 -0.19 0.96 0.08
H 1.036784 -0.398553 7.245487 -0.31 -0.15 -1.30 0.05
O -5.259845 -5.862467 -2.251424 0.38 -0.01 0.42 0.09
C -5.053568 -6.068356 -1.078544 -0.21 -0.21 -0.37 -0.53
O -3.831003 -5.854832 -0.566696 0.22 0.40 -0.29 0.00
C -3.523492 -5.891758 0.836785 0.03 -0.27 0.30 -0.23
C -3.244126 -7.308259 1.292079 -0.12 -0.18 -0.16 -0.05
C -6.126218 -6.647775 -0.199145 -0.38 0.37 0.40 0.01
H -4.307494 -5.405926 1.423362 -0.06 -0.05 -0.12 0.11
H -2.623027 -5.288475 0.967053 -0.09 0.02 -0.26 0.10
H -4.117176 -7.952458 1.163645 -0.06 0.09 0.12 0.07
H -2.954940 -7.325003 2.344908 0.03 0.01 -0.06 0.09
H -2.438306 -7.745230 0.699286 0.03 0.15 0.23 0.05
H -6.141975 -7.731735 -0.322367 0.01 0.07 0.02 0.10
H -7.086601 -6.236393 -0.511345 0.10 -0.18 -0.18 0.09
H -6.014117 -6.400727 0.854262 0.12 -0.19 0.02 0.07
O -0.429596 -8.641681 0.183590 0.37 -0.20 -0.52 0.09
C -0.507366 -9.006627 -0.966442 -0.34 0.31 0.27 -0.52
O 0.605121 -9.153011 -1.702172 0.43 -0.16 0.37 0.00
C 0.623648 -9.750827 -3.005868 -0.10 0.09 -0.32 -0.22
C 0.286044 -8.732106 -4.072528 -0.08 0.23 -0.06 -0.07
C -1.846658 -9.213462 -1.618728 -0.24 -0.62 -0.10 0.01
H -0.024446 -10.629260 -3.043534 -0.06 0.13 0.02 0.12
H 1.641825 -10.112537 -3.160715 -0.03 0.09 0.27 0.12
H -0.721649 -8.334245 -3.942665 0.00 -0.16 -0.09 0.06
H 0.355011 -9.178242 -5.066224 -0.07 0.01 0.06 0.08
H 0.971672 -7.882462 -4.019086 0.08 -0.14 0.03 0.08
H -2.228749 -8.250468 -1.963318 0.01 -0.05 0.00 0.10
H -2.530752 -9.627044 -0.876779 0.05 0.25 0.04 0.09
H -1.830311 -9.918096 -2.447579 0.00 0.21 -0.15 0.07
O -2.543827 -9.707481 -5.553035 -0.02 0.24 -0.44 0.08
C -3.106026 -8.818303 -6.149702 0.08 0.01 0.45 -0.53
O -2.782613 -8.561894 -7.426765 0.16 -0.52 -0.21 0.00
C -3.508545 -7.659616 -8.276422 0.04 0.38 -0.06 -0.22
C -3.038405 -6.232730 -8.083395 -0.12 -0.36 0.14 -0.08
C -4.101836 -7.933564 -5.452526 -0.59 -0.15 -0.07 0.01
H -4.586290 -7.770634 -8.135098 0.07 0.01 0.12 0.11
H -3.298260 -7.973378 -9.300790 0.09 -0.22 0.18 0.12
H -3.215732 -5.884819 -7.066495 -0.12 -0.03 -0.13 0.06
H -3.553130 -5.561603 -8.771476 0.06 -0.03 0.08 0.09
H -1.962791 -6.160077 -8.259613 -0.09 -0.05 -0.11 0.09
H -3.568064 -7.148908 -4.913628 -0.08 -0.01 -0.02 0.10
H -4.662538 -8.540174 -4.740773 0.25 0.06 0.09 0.09
H -4.835586 -7.485149 -6.118339 0.15 0.19 0.00 0.07
O 6.614533 2.454139 -1.559980 -0.29 -0.55 0.18 0.11
C 6.278575 1.317681 -1.783724 0.44 0.45 -0.17 -0.53
O 5.793410 0.553921 -0.788780 -0.33 0.17 0.40 -0.02
C 5.197947 -0.736786 -0.977273 0.15 -0.20 -0.06 -0.23
C 6.252820 -1.822933 -1.019433 0.18 -0.02 -0.07 -0.06
C 6.478142 0.710311 -3.144550 -0.48 -0.08 -0.44 0.01
H 4.550126 -0.744263 -1.857239 0.11 0.04 -0.03 0.11
H 4.548710 -0.899720 -0.114763 0.09 0.25 0.01 0.11
H 6.935695 -1.688839 -1.860461 -0.10 -0.04 -0.03 0.07
H 5.788016 -2.807225 -1.105653 0.01 0.05 0.02 0.08
H 6.860049 -1.798515 -0.111807 -0.14 -0.01 0.00 0.09
H 7.506802 0.356932 -3.230381 -0.07 0.02 0.01 0.10
H 6.299017 1.480943 -3.894781 0.23 0.04 0.14 0.09
H 5.791561 -0.103134 -3.369869 0.15 -0.14 0.08 0.07
O -5.304084 7.676451 2.527690 0.25 -0.21 -0.50 0.09
C -5.394087 7.293467 1.386239 -0.22 0.34 0.36 -0.54
O -4.286130 7.130034 0.645107 0.47 -0.20 0.29 -0.01
C -4.260800 6.510790 -0.649091 -0.29 0.15 -0.26 -0.22
C -4.592118 7.509229 -1.740031 -0.35 -0.17 0.72 -0.07
C -6.739683 7.081031 0.750330 -0.29 -0.59 -0.06 0.01
H -4.907435 5.629372 -0.673414 -0.05 0.07 0.09 0.11
H -3.240256 6.148677 -0.791399 -0.01 0.09 0.27 0.12
H -5.602223 7.909194 -1.625427 -0.03 -0.13 -0.03 0.08
H -4.515687 7.045578 -2.719230 -0.08 0.03 0.16 0.05
H -3.911905 8.355557 -1.697711 -0.05 -0.23 0.09 0.08
H -7.120774 8.038804 0.392985 0.04 -0.06 0.01 0.10
H -7.418185 6.683205 1.505606 0.07 0.26 0.05 0.09
H -6.733230 6.361982 -0.066092 0.04 0.17 -0.14 0.07
O -3.353462 8.713959 -3.676601 0.99 0.27 -1.31 0.07
C -2.611302 8.165494 -4.457589 -0.54 0.27 0.14 -0.50
O -1.567833 8.837649 -4.972378 0.26 0.29 0.31 0.01
C -0.528736 8.235231 -5.756751 -0.01 -0.09 -0.24 -0.23
C -0.928368 8.146744 -7.215223 -0.18 -0.03 -0.09 -0.07
C -2.886666 6.765697 -4.935104 0.30 -0.47 0.19 0.02
H -0.235157 7.268449 -5.340992 -0.12 0.02 -0.02 0.11
H 0.340237 8.888397 -5.660909 -0.20 0.07 0.17 0.12
H -1.806452 7.513329 -7.354733 0.10 -0.06 0.01 0.07
H -0.110791 7.740059 -7.813802 -0.03 0.03 0.04 0.08
H -1.187652 9.135830 -7.599100 0.12 -0.04 0.06 0.09
H -3.612242 6.802369 -5.749175 0.05 -0.01 0.05 0.10
H -3.304911 6.193904 -4.107008 -0.13 0.12 -0.13 0.08
H -1.998594 6.228258 -5.260234 -0.05 0.07 -0.19 0.07
O -2.572707 -3.687560 -7.441611 0.62 0.74 -0.19 0.08
C -1.450510 -3.254116 -7.347121 -0.35 -0.34 0.30 -0.52
O -0.794354 -2.848018 -8.448151 -0.26 0.22 -0.42 0.00
C 0.460299 -2.153798 -8.427713 0.23 -0.12 0.06 -0.23
C 1.619649 -3.125151 -8.344074 0.03 -0.18 0.10 -0.07
C -0.739044 -3.245476 -6.022986 0.04 0.52 0.37 0.02
H 0.480096 -1.404853 -7.632504 -0.03 -0.12 0.04 0.11
H 0.518054 -1.605029 -9.369357 -0.24 -0.11 0.03 0.12
H 1.591206 -3.707849 -7.421421 0.04 0.11 0.01 0.07
H 2.571660 -2.592133 -8.386529 -0.05 -0.02 -0.01 0.08
H 1.578399 -3.838509 -9.170135 0.00 0.13 -0.01 0.09
H -0.306760 -4.231419 -5.843392 -0.02 0.06 -0.01 0.10
H -1.467647 -3.024909 -5.242284 -0.03 -0.26 -0.10 0.10
H 0.035823 -2.485951 -5.943298 0.15 -0.15 -0.07 0.07
O 3.655648 3.522213 6.538990 0.26 -0.41 0.59 0.09
C 3.388360 3.237433 7.680801 -0.30 0.11 -0.46 -0.52
O 4.177210 2.388202 8.361527 0.52 -0.01 -0.11 0.00
C 4.055744 2.126573 9.766444 -0.20 -0.14 0.12 -0.23
C 3.018907 1.054951 10.033522 -0.18 -0.05 -0.10 -0.07
C 2.131300 3.750072 8.326263 0.00 0.51 0.40 0.02
H 3.861798 3.047803 10.320710 -0.08 -0.02 -0.10 0.11
H 5.033981 1.770160 10.093802 0.01 0.09 -0.26 0.12
H 2.024992 1.365387 9.705278 0.03 0.05 0.10 0.07
H 2.973116 0.821221 11.099054 0.02 0.01 -0.05 0.08
H 3.263678 0.143474 9.483266 0.09 0.06 0.09 0.08
H 1.295150 3.111448 8.036587 0.05 0.03 0.02 0.10
H 1.949770 4.764126 7.968588 -0.05 -0.19 -0.20 0.09
H 2.185882 3.812220 9.411046 -0.09 -0.20 0.01 0.07
```
Forces are in eV/Å.

Output
LUMO energy, Ha: -0.002
HOMO-LUMO gap, Ha: 0.318
Highest occupied orbital energy, eV: -8.72